C30H37N7S2Ti | ωB97M-V/def2-TZVPD

The value obtained for the total energy is -3194.459414 Eh. The molar mass comes out at 607.676 g mol⁻¹. The calculation puts the relative energy (zero: lowest compared OMol25 entry of this formula, charge and spin) at 1.032 eV. The value obtained for the orbital gap (spin up / spin down) is 3.5 / 5.1 eV. As for the largest force on an atom: 1.9 eV Å⁻¹. The expectation value of S² is 2.016.

ORCA input file:
```
! RIJCOSX wB97M-V def2-TZVPD def2/J DEFGRID3
* xyz 0 3
Ti 0.62817 0.17570 0.32211
C 4.32628 -0.64374 5.55050
C 3.90652 -0.56654 4.10656
C 4.04051 -1.64431 3.24092
C 3.61617 -1.58244 1.92620
C 3.04992 -0.42352 1.37370
N 2.55904 -0.32327 0.07531
C 3.13774 -0.92159 -1.03068
C 4.46168 -1.38022 -1.02768
C 5.06341 -1.96999 -2.12275
C 4.37408 -2.11166 -3.31715
C 4.99277 -2.77654 -4.51999
C 3.08294 -1.60605 -3.36275
C 2.45033 -1.02505 -2.26872
N 1.11937 -0.50412 -2.52927
C 0.41413 -0.61531 -3.69077
C -0.65638 0.23447 -3.61742
C -0.56571 0.85015 -2.36820
N 0.48876 0.37179 -1.67854
C 2.92536 0.67372 2.27056
C 3.32588 0.58492 3.58875
N 2.42084 1.95534 1.82451
C 2.79571 3.17630 2.23591
C 2.03095 4.10089 1.56346
C 1.20368 3.32470 0.73892
N 1.44095 2.03323 0.89026
H 4.83836 -1.58413 5.75697
H 3.47143 -0.58400 6.22843
H 5.00711 0.16764 5.81772
H 4.46201 -2.57148 3.61621
H 3.69032 -2.45578 1.29240
H 5.03285 -1.24744 -0.11978
H 6.09226 -2.30787 -2.04692
H 6.06416 -2.57536 -4.57607
H 4.54226 -2.42197 -5.44912
H 4.86670 -3.86226 -4.48985
H 2.56314 -1.64563 -4.30954
H 0.72337 -1.27746 -4.47655
H -1.39182 0.40104 -4.38821
H -1.20496 1.57570 -1.89611
H 3.16856 1.44001 4.23890
H 3.59025 3.29245 2.95473
H 2.07098 5.17224 1.65200
H 0.43491 3.63145 0.04990
C 0.40323 -1.92050 3.24057
C -0.22745 -1.19828 2.06307
S -0.27068 -2.09790 0.52449
C -0.71485 0.09414 2.22357
C -0.54646 0.82079 3.53818
S -1.65376 1.00145 0.99737
H 0.73400 -2.90943 2.93697
H -0.31928 -2.02774 4.05622
H 1.26835 -1.39038 3.64489
H 0.19619 0.36145 4.19146
H -1.49822 0.85379 4.07605
H -0.25551 1.85730 3.35324
C -5.41644 -0.91231 -1.67295
C -4.02149 -0.28557 -1.41605
N -3.13074 -1.26556 -0.83630
C -2.97232 -2.40362 -1.71642
C -4.32543 -3.13923 -1.88358
N -5.35815 -2.32508 -1.13187
C -5.01601 -2.29696 0.34329
C -3.60203 -1.67870 0.48138
H -5.67725 -1.00111 -2.72695
H -6.22990 -0.41743 -1.14479
H -4.09227 0.55623 -0.72741
H -3.59852 0.06900 -2.35676
H -2.22475 -3.06729 -1.28389
H -2.60395 -2.05387 -2.68152
H -4.34382 -4.13117 -1.43469
H -4.67707 -3.20652 -2.91223
H -6.26742 -2.75839 -1.25185
H -5.08563 -3.32844 0.68729
H -5.80304 -1.71298 0.81976
H -2.88787 -2.38973 0.89161
H -3.60749 -0.80460 1.12945
*
```